A molecular structure, C6H7GdNO4, computed with the ωB97M-V functional and the def2-TZVPD basis.

Positions of all 19 atoms, in Å:
C1 -1.891 0.655 0.798
H1 -0.939 -1.605 -2.688
N1 0.002 -1.991 1.361
Gd1 -0.007 -0.236 -0.509
H2 0.789 -2.655 1.319
H3 0.055 -1.411 2.221
C2 0.032 0.563 2.793
O1 -2.569 1.132 1.610
H4 0.898 0.902 -3.271
O2 0.030 1.520 3.434
O3 -0.005 3.111 0.827
C3 -0.009 0.348 -2.990
C4 -0.007 -1.022 -2.807
H5 -0.923 0.905 -3.249
C5 -0.010 2.143 0.174
O4 2.578 1.148 1.547
H6 -0.852 -2.561 1.402
H7 0.927 -1.604 -2.710
C6 1.902 0.657 0.737

The value obtained for the total energy is -36814.0870 eV. As for the spin multiplicity: 8. The value obtained for the HOMO-LUMO gap (spin up / spin down) is 9.71 / 6.72 eV. For the HOMO energy (spin up / spin down), the calculation gives -24.567 / -23.866 eV. For the LUMO energy (spin up / spin down), the calculation gives -14.8527 / -17.1508 eV. Its net charge is +3.